# 1
C3H5N3O | wB97M-V/def2-TZVPD

* multiplicity: 3
* HOMO energy (spin up / spin down): -4.56 / -10.53 eV
* HOMO-LUMO gap (spin up / spin down): 0.1955 / 0.2732 Eh
* expectation value of S²: 2.010

Last column: Mulliken charge in e.
Positions of all 12 atoms, in Å:
C 0.971 1.199 -0.091  -0.038
C -0.675 -0.690 -0.437  0.285
C 0.012 0.460 0.700  0.318
N 1.794 1.578 -0.801  -0.400
N -0.906 -0.204 -1.703  -0.464
N 0.589 -0.124 1.870  -0.546
O -0.940 -1.707 0.089  -0.403
H -0.796 1.262 0.881  0.209
H -0.341 0.485 -2.128  0.231
H -1.111 -0.980 -2.343  0.238
H -0.066 -0.753 2.357  0.288
H 1.470 -0.527 1.606  0.283

# 2
C3H5N3O2S | wB97M-V/def2-TZVPD

* multiplicity: 1
* HOMO energy (spin up / spin down): -8.35 / -8.35 eV
* HOMO-LUMO gap (spin up / spin down): 0.3126 / 0.3125 Eh

Last column: Mulliken charge in e.
Positions of all 14 atoms, in Å:
C 1.362 0.368 0.180  0.377
C -0.930 0.411 -0.036  0.430
C 0.116 -1.770 0.091  -0.882
N 1.129 1.672 0.171  -0.047
N -0.195 2.122 0.057  -0.465
N 0.145 -0.353 0.099  0.124
O 2.415 -0.233 0.262  -0.599
O -2.995 -0.983 0.300  -0.570
S -2.579 0.406 0.004  0.200
H 1.025 -2.204 0.550  0.321
H -0.906 -2.136 0.391  0.348
H 0.054 -2.272 -1.037  0.250
H 1.769 2.210 -0.332  0.284
H -0.411 2.761 -0.700  0.228

# 3
C3H5N3O2S | wB97M-V/def2-TZVPD

* multiplicity: 1
* HOMO energy: -9.37 eV
* HOMO-LUMO gap: 0.3277 Eh

Last column: Mulliken charge in e.
Positions of all 14 atoms, in Å:
C -1.063 1.042 -0.788  0.667
C 0.767 0.594 -1.884  -0.263
C -2.448 0.996 -0.188  -0.939
N -0.281 2.034 -0.554  -0.615
N 0.786 1.795 -1.276  0.189
N 1.510 -2.428 1.718  -0.415
O 3.673 -3.761 2.037  -0.443
O -0.480 0.167 -1.616  -0.156
S 2.972 -2.724 1.347  0.576
H -2.720 1.954 0.056  0.332
H -3.176 0.545 -0.810  0.321
H -2.285 0.378 0.773  0.222
H 1.618 2.445 -1.376  0.239
H 1.129 -3.037 2.560  0.285

# 4
C3H5N3O9 | wB97M-V/def2-TZVPD

* multiplicity: 1
* HOMO energy: -10.20 eV
* HOMO-LUMO gap: 0.3192 Eh

Last column: Mulliken charge in e.
Positions of all 20 atoms, in Å:
C -1.279 -0.961 0.438  -0.890
C -0.582 0.249 -0.077  -0.164
C 2.127 -0.388 0.486  0.789
N -2.745 -0.908 0.101  1.143
N -0.690 1.371 0.651  1.049
N 0.008 0.197 -1.337  1.260
O -3.391 -1.876 0.379  -0.616
O -3.141 0.103 -0.417  -0.573
O -0.180 2.516 0.200  -0.473
O -1.233 1.394 1.724  -0.650
O 0.009 -0.864 -1.923  -0.634
O 0.549 1.219 -1.789  -0.790
O 2.167 0.937 0.536  -0.382
O 3.003 -0.864 -0.403  -0.485
O 1.388 -1.061 1.138  -0.501
H -1.192 -1.009 1.528  0.366
H -0.865 -1.875 0.008  0.366
H 2.846 1.292 -0.056  0.343
H 2.965 -1.829 -0.478  0.351
H 0.240 2.355 -0.709  0.491

# 5
C3H5N3OS | wB97M-V/def2-TZVPD

* structure (SMILES): [H]/N=C1\ON=CSN1C
* multiplicity: 1
* HOMO energy: -9.07 eV
* HOMO-LUMO gap: 0.3430 Eh

Last column: Mulliken charge in e.
Positions of all 13 atoms, in Å:
H -0.672 -0.753 -2.659  0.260
N -0.352 0.010 -2.062  -0.674
C -0.166 -0.415 -0.887  0.633
O -0.255 -1.757 -0.572  -0.237
N -0.614 -2.173 0.721  -0.307
C -0.003 -1.595 1.680  -0.042
S 1.077 -0.242 1.434  -0.076
N 0.109 0.424 0.174  -0.103
C 0.254 1.848 -0.083  -0.810
H -0.199 -1.964 2.685  0.415
H 1.195 2.079 -0.589  0.305
H -0.580 2.158 -0.717  0.331
H 0.205 2.380 0.875  0.305

# 6
C3H5N3S | wB97M-V/def2-TZVPD

* structure (SMILES): [H]/N=C(/N)SCC#N
* multiplicity: 1
* HOMO energy: -9.96 eV
* HOMO-LUMO gap: 0.3805 Eh

Last column: Mulliken charge in e.
Positions of all 12 atoms, in Å:
H 0.395 1.601 -0.200  0.286
N -0.600 1.507 -0.046  -0.701
C -0.997 0.329 -0.360  0.581
N -2.408 0.034 -0.421  -0.576
S -0.121 -1.184 -0.620  -0.126
C 1.300 -0.847 0.472  -0.539
C 2.207 -0.012 -0.295  0.280
N 2.964 0.738 -0.761  -0.402
H -2.611 -0.807 0.100  0.247
H -2.905 0.807 0.013  0.280
H 1.023 -0.348 1.409  0.330
H 1.753 -1.818 0.708  0.338

The records above yield energy above the lowest of the compared OMol25 structures with the same formula, charge and spin values of 70.1; 248.7; 195.3; 0.0; 307.2; 95.0 kJ/mol, respectively.
The records above yield strongest force on any atom values of 8.0; 5.2; 4.4; 1.5; 0.6; 2.4 eV Å⁻¹, respectively.